(1)
The following is a quantum chemistry calculation of a structure of composition C55H57BN12O2STeTi at a distorted geometry, from OMol25.

Structure (XYZ):
```
130
Properties=species:S:1:pos:R:3:forces:R:3:mulliken_charge:R:1
Ti 0.49062 -0.90717 -0.53050 0.831 0.436 -0.696 -1.27
C 0.50460 -1.49889 3.82957 -0.004 -0.008 -0.012 -1.71
C 0.80561 -0.76713 2.68588 0.005 -0.016 -0.003 -0.61
N 0.48867 -1.46054 1.59525 0.087 0.052 0.104 1.19
N -0.02622 -2.65010 2.01379 -0.005 -0.015 0.054 0.25
C -0.01982 -2.68677 3.35698 -0.003 0.017 0.011 -0.11
B -0.30684 -3.72865 0.93443 -0.052 0.057 0.080 0.40
N -1.37709 -3.19124 -0.08842 -0.062 0.017 -0.043 0.58
C -2.50826 -3.79633 -0.48494 -0.013 0.021 0.038 0.10
C -3.09351 -3.05210 -1.49082 -0.002 0.030 0.012 -2.17
C -2.24482 -1.96454 -1.66351 -0.062 0.065 0.069 -0.86
N -1.22678 -2.04602 -0.81108 0.023 -0.277 -0.058 0.80
N 1.02733 -3.92813 0.17754 -0.075 -0.096 -0.170 -0.01
C 1.92509 -4.92866 0.15953 0.027 0.046 0.060 -0.08
C 2.97183 -4.55353 -0.65956 0.018 0.008 0.004 -1.71
C 2.63114 -3.27567 -1.10709 -0.034 -0.001 -0.058 -0.75
N 1.45888 -2.91256 -0.59575 -0.052 0.009 0.164 0.74
N -0.79234 -5.06360 1.46454 0.162 -0.039 0.004 0.44
C -0.87714 -6.20999 0.73864 0.002 -0.012 0.016 -0.31
C -1.40947 -7.18229 1.54396 -0.011 0.003 -0.008 -1.08
C -1.62609 -6.52782 2.77196 -0.011 0.010 -0.005 -0.34
N -1.25885 -5.26165 2.71845 -0.082 0.021 -0.013 -1.14
H 0.64171 -1.20806 4.85551 0.002 -0.003 0.001 0.50
H 1.22809 0.22127 2.58314 0.000 -0.005 0.007 0.57
H -0.39827 -3.55247 3.86894 -0.005 0.004 -0.002 0.55
H -2.83202 -4.71233 -0.02139 0.005 -0.005 0.000 0.56
H -4.00499 -3.26378 -2.02024 0.001 -0.003 -0.001 0.56
H -2.32021 -1.12757 -2.33823 -0.011 0.008 -0.015 0.89
H 1.76719 -5.82584 0.73379 -0.007 -0.010 -0.021 0.60
H 3.85862 -5.11651 -0.89088 -0.005 -0.006 -0.003 0.51
H 3.16711 -2.59293 -1.74720 0.016 0.000 0.012 0.66
H -0.56298 -6.24253 -0.29212 0.003 0.000 0.004 0.59
H -1.60929 -8.20806 1.28864 -0.001 0.000 0.001 0.44
H -2.03163 -6.92710 3.68780 0.004 -0.003 0.000 0.47
C -8.88587 -0.06264 0.56468 -0.011 0.009 -0.012 -0.92
C -7.79578 -0.97041 1.11925 0.024 -0.009 0.014 -0.76
C -6.46863 -0.25537 1.32563 0.041 -0.048 0.014 -0.25
N -5.94247 0.20226 0.04312 -0.114 0.162 -0.021 0.41
C -4.93462 1.05913 -0.17783 0.036 -0.187 0.009 -0.56
S -4.07981 1.07732 -1.59891 -0.014 0.051 -0.109 -0.28
N -4.57392 1.90041 0.86275 0.084 -0.002 -0.005 0.41
C -5.33548 2.69628 1.71767 0.020 0.041 0.048 0.37
O -4.82246 3.14902 2.71565 -0.014 -0.020 -0.017 -0.58
C -6.73383 3.04400 1.32426 -0.009 -0.036 -0.005 0.37
C -7.64369 3.31684 2.34208 0.003 -0.006 -0.004 -0.49
C -8.93365 3.71041 2.02975 0.001 -0.007 0.007 -0.58
C -9.31054 3.85445 0.69998 -0.004 -0.009 -0.004 -0.38
C -8.39744 3.60683 -0.31454 -0.005 -0.004 -0.008 -0.72
C -7.10872 3.19639 -0.00660 0.008 -0.019 0.009 -0.11
H -9.81900 -0.61028 0.43181 0.000 0.004 0.006 0.41
H -8.60417 0.35867 -0.40111 0.001 -0.001 -0.006 0.28
H -9.07542 0.77396 1.23930 0.002 0.023 0.010 0.15
H -7.64226 -1.83135 0.45984 0.004 0.007 -0.008 0.35
H -8.10230 -1.37941 2.08423 -0.003 -0.008 -0.008 0.39
H -5.74345 -0.92656 1.79708 0.002 0.012 0.006 0.17
H -6.61815 0.58965 1.99313 -0.011 0.027 -0.001 0.25
H -6.15088 -0.37301 -0.75928 0.011 -0.005 0.001 0.29
H -3.58423 2.11919 0.87802 0.012 0.021 0.014 -0.30
H -7.31853 3.22668 3.37045 -0.001 0.003 -0.001 0.43
H -9.64263 3.91757 2.82055 0.001 -0.003 0.000 0.40
H -10.31618 4.17149 0.45533 0.001 0.000 -0.001 0.39
H -8.68572 3.73864 -1.34917 0.002 0.004 0.001 0.43
H -6.39267 3.02471 -0.80115 -0.005 -0.005 0.001 0.40
N -1.55110 6.14866 1.04407 -0.005 -0.002 -0.009 -0.59
C -1.33732 5.04910 0.78639 -0.017 0.030 0.020 -0.30
C -1.06125 3.67595 0.46169 0.012 -0.044 -0.006 0.93
C -0.55025 3.34680 -0.78987 -0.020 0.003 0.003 -0.91
C -0.23966 2.02717 -1.07751 -0.040 0.018 -0.019 -0.59
C -0.44032 0.98693 -0.15610 0.102 0.008 0.077 2.16
C -1.01216 1.35260 1.07270 -0.120 -0.003 -0.044 0.11
C -1.30037 2.67105 1.39874 -0.097 -0.015 -0.010 -1.54
H -0.38016 4.12574 -1.52203 0.002 0.001 0.001 0.64
H 0.18889 1.81990 -2.05034 0.062 0.012 0.023 0.06
H -1.24199 0.59396 1.81338 0.048 0.009 0.008 0.46
H -1.71773 2.92849 2.36553 0.003 -0.005 -0.008 0.53
C 7.10110 6.09432 2.27999 0.008 0.014 -0.001 -1.59
C 6.22883 5.01082 1.70819 -0.011 -0.003 -0.005 0.60
C 5.45379 5.22884 0.58133 0.023 -0.002 -0.011 -0.83
C 4.63915 4.23582 0.03999 0.030 0.012 0.025 0.90
C 3.80238 4.59118 -1.16188 -0.008 0.002 -0.023 -1.73
C 4.60889 2.97527 0.65236 0.000 0.067 0.040 0.05
Te 3.33495 1.50368 -0.19870 -0.214 -0.172 0.147 0.02
N 1.52101 -0.45863 -1.86586 -0.716 -0.472 0.651 1.27
C 1.42708 -0.12684 -3.18396 0.129 0.302 -0.281 -0.67
O 2.08209 0.73969 -3.73788 -0.076 -0.083 0.090 -0.65
C 0.34204 -0.86241 -3.93544 0.089 -0.018 -0.083 0.84
C 0.27875 -2.25232 -3.94548 -0.020 0.003 0.043 0.12
C -0.73174 -2.89801 -4.64254 0.000 -0.009 0.018 -0.63
C -1.69987 -2.15874 -5.30899 0.003 0.007 0.002 -0.53
C -1.64263 -0.77122 -5.29482 -0.012 0.001 0.000 -0.72
C -0.61373 -0.12406 -4.62517 0.015 0.013 -0.006 -0.70
C 4.81613 0.01780 -0.55858 0.000 0.033 -0.097 0.50
C 4.90556 -1.16844 0.17789 0.029 0.060 0.007 0.94
C 4.03459 -1.51058 1.35712 0.010 0.030 0.016 -1.72
C 5.88472 -2.10292 -0.16695 -0.009 -0.025 -0.007 -0.93
C 6.76866 -1.89452 -1.20974 0.013 -0.009 0.038 0.70
C 7.82279 -2.90930 -1.55712 0.004 -0.016 -0.012 -1.70
C 6.65657 -0.71315 -1.93466 -0.035 -0.007 -0.018 -1.09
C 5.69334 0.24104 -1.63777 0.014 -0.022 -0.013 0.94
C 5.61613 1.47719 -2.49304 0.012 0.007 0.007 -1.32
C 5.36700 2.74167 1.80939 0.042 0.043 -0.038 0.97
C 5.35283 1.42325 2.52770 0.006 -0.010 0.000 -1.09
C 6.16791 3.76043 2.30952 0.005 -0.014 0.018 -0.83
H 7.06858 6.99304 1.66526 -0.003 -0.002 -0.002 0.34
H 8.14004 5.76708 2.34653 0.000 -0.003 0.001 0.35
H 6.77870 6.36398 3.28738 -0.001 -0.002 0.002 0.33
H 5.47751 6.20136 0.10137 0.000 0.006 0.004 0.31
H 4.18536 5.49515 -1.63432 -0.009 0.016 0.010 0.40
H 2.76656 4.78476 -0.87033 -0.007 -0.027 -0.007 0.33
H 3.78142 3.79150 -1.90186 0.016 0.015 -0.003 0.28
H 1.02241 -2.82624 -3.40617 -0.010 0.002 0.000 0.34
H -0.76854 -3.98016 -4.65923 0.002 0.001 -0.004 0.44
H -2.49480 -2.66290 -5.84375 -0.001 0.002 0.002 0.41
H -2.39388 -0.19142 -5.81562 -0.005 0.000 0.008 0.43
H -0.54439 0.95655 -4.62920 0.006 -0.002 -0.008 0.49
H 3.15211 -0.88203 1.41081 -0.005 0.008 -0.001 -0.46
H 4.58727 -1.37700 2.29011 0.009 -0.012 0.001 0.66
H 3.71791 -2.55360 1.31131 -0.005 -0.016 0.000 0.55
H 5.94941 -3.02046 0.41059 0.002 0.000 0.000 0.27
H 7.79097 -3.76103 -0.87821 -0.003 0.000 0.000 0.36
H 8.82024 -2.47016 -1.50137 -0.001 0.001 0.001 0.37
H 7.68918 -3.28113 -2.57476 -0.001 0.002 -0.002 0.36
H 7.32933 -0.53527 -2.76718 0.008 0.003 0.007 0.40
H 6.31836 1.40831 -3.32350 0.010 0.004 0.011 0.48
H 5.86020 2.37165 -1.91395 -0.018 -0.007 0.002 0.20
H 4.60996 1.60481 -2.89707 0.005 -0.016 -0.019 0.09
H 4.33896 1.02705 2.59226 -0.010 -0.005 0.010 -0.08
H 5.75249 1.53051 3.53613 0.008 -0.002 -0.007 0.43
H 5.95656 0.68299 1.99846 -0.006 -0.017 -0.015 0.21
H 6.75580 3.57085 3.20215 0.005 0.006 0.001 0.42
```
Positions in Å, forces in eV/Å.

Output
maximum force = 1.17 eV/Å
HOMO level = -7.371 eV


(2)
The following is a quantum chemistry calculation of a cluster of 2 separate species, C3H7O3 in total at a distorted geometry, from OMol25.

Structure (XYZ):
```
13
Properties=species:S:1:pos:R:3:forces:R:3:mulliken_charge:R:1
C 1.90254 -0.32578 -0.84346 -0.492 1.340 -0.190 -0.51
O 1.45845 0.99713 -1.12799 0.400 0.061 -0.817 -0.60
H 0.77481 1.23060 -0.45323 0.076 -0.500 0.270 0.51
H 1.34732 -1.03925 -1.46782 0.046 -0.227 0.313 0.16
H 1.73722 -0.45868 0.22663 0.170 -0.662 -0.068 0.23
H 2.95950 -0.37428 -1.11616 0.071 -0.194 0.166 0.23
C -1.77040 -0.30899 0.18832 -0.909 0.234 0.883 -0.85
C -1.03829 0.42019 1.36311 1.066 -0.171 -1.730 0.55
O 0.02402 1.01524 0.97106 -0.740 0.125 1.016 -0.78
O -1.48863 0.31163 2.49961 -0.233 0.047 0.432 -0.71
H -1.48026 -1.35783 0.13409 0.045 -0.076 0.178 0.20
H -1.57446 0.13765 -0.77286 0.226 0.276 -0.276 0.27
H -2.85181 -0.24764 0.39869 0.273 -0.251 -0.177 0.30
```
Positions in Å, forces in eV/Å.

Output
maximum force = 2.04 eV/Å
net charge = -1
HOMO level = -4.554 eV


(3)
The following is a quantum chemistry calculation of the ion C4H5N4 with charge +1 at a distorted geometry, from OMol25.

Structure (XYZ):
```
13
Properties=species:S:1:pos:R:3:forces:R:3:mulliken_charge:R:1
C -2.27801 0.21577 0.15653 2.087 -0.710 1.173 -0.21
C -0.16505 1.45036 -0.63937 0.866 1.662 -0.842 -0.37
C -0.89718 0.27446 -0.26510 -0.134 -0.988 0.457 0.82
C 1.14762 -0.70284 0.40882 2.506 1.723 -0.383 -0.02
N -1.43755 0.50686 1.06950 -2.875 -0.143 0.144 -0.43
N 0.94516 1.58996 -0.03429 0.350 2.564 -1.618 -0.47
N 0.02001 -0.87425 -0.17626 -0.779 1.581 -0.309 -0.11
N 1.52891 0.60049 0.63348 -0.825 -3.762 -0.142 0.09
H -3.21980 -0.25193 -0.01648 -0.788 0.357 -0.039 0.36
H -0.54056 2.31431 -1.26746 0.458 -1.249 0.878 0.41
H 1.85792 -1.56815 0.41900 -0.584 0.998 0.837 0.36
H -0.32297 -1.77570 -0.13879 -1.083 -2.302 -0.671 0.28
H 2.48599 0.76855 0.83294 0.800 0.268 0.516 0.30
```
Positions in Å, forces in eV/Å.

Output
SMILES = C1=N[NH+]=CN[C@]12C=N2
maximum force = 3.85 eV/Å
net charge = +1
HOMO level = -14.489 eV


(4)
The following is a quantum chemistry calculation of an isolated molecule of C4H8N2 at a distorted geometry, from OMol25.

Structure (XYZ):
```
14
Properties=species:S:1:pos:R:3:forces:R:3:mulliken_charge:R:1
C -1.77456 -0.01415 -0.53999 -0.802 -1.790 0.061 -1.27
C -0.69889 -0.03988 0.55935 -0.454 0.434 -0.385 0.17
C 0.25029 1.16881 0.37311 -1.623 1.158 0.970 -0.44
C 1.26063 -0.58349 -0.32554 0.908 -0.961 -1.242 -0.08
H -1.29869 0.03373 -1.51970 -0.011 -0.122 -0.044 0.35
H -2.45850 -0.92941 -0.49552 1.096 0.904 -0.121 0.31
H -2.48007 0.80678 -0.48638 0.199 0.459 0.358 0.34
H -1.12290 -0.11297 1.52561 -0.690 0.316 1.011 0.28
H -0.32146 2.05977 -0.00714 0.655 -0.834 0.014 0.30
H 0.70963 1.51045 1.31918 -0.196 -0.246 -0.133 0.27
H 1.98450 -1.24425 -0.82971 -0.301 0.335 0.368 0.36
H -0.02627 -2.11160 0.33028 0.174 0.825 -0.124 0.26
N 1.27784 0.67884 -0.47986 1.048 -0.398 -0.464 -0.51
N 0.26344 -1.13602 0.44584 -0.004 -0.082 -0.269 -0.33
```
Positions in Å, forces in eV/Å.

Output
SMILES = C[C@@H]1CN=CN1
maximum force = 2.22 eV/Å
HOMO level = -8.693 eV


For reference, electronic energy by record: -121861.24448, -9368.46194, -10178.62869, -7257.43485 eV.
For reference, energy above the lowest of the compared OMol25 structures with the same formula, charge and spin by record: 24.1, 16.1, 60.0, 10.2 kcal per mole.